Density functional theory data (ωB97M-V/def2-TZVPD) for C19H43AuN2OP3Se as an isolated structure in a non-equilibrium geometry.

Computed properties:
Relative energy (zero: lowest compared OMol25 entry of this formula, charge and spin) (kJ/mol): 236.63
Orbital gap (spin up / spin down) (eV): 7.6 / 4.3
Largest force on an atom (hartree/bohr): 0.0633
E_tot (Eh): -4494.60329
Lowest unoccupied orbital energy (spin up / spin down) (eV): -9.0613 / -12.3527
Total charge: +3
2S+1: 3

Last column: natural (NBO) charge in e.
Element x y z (Å)
Au1 -0.607 -0.712 -1.095  0.62
P1 -1.568 -2.289 0.708  0.80
P2 1.314 -0.943 1.743  1.26
P3 1.543 -1.481 -1.792  0.79
H1 -2.183 1.672 -4.556  0.20
C1 -2.397 0.579 -4.545  -0.34
C2 -2.297 -0.226 -3.473  -0.41
H2 -1.881 0.161 -2.520  0.10
C3 -2.588 -1.371 1.911  -0.95
C4 -0.841 -3.527 1.890  -0.91
C5 -2.855 -3.426 0.059  -0.92
C6 2.425 0.522 1.675  -0.97
C7 0.611 -0.636 3.418  -0.97
C8 2.533 -2.270 2.205  -0.95
C9 1.334 -1.363 -3.589  -0.95
C10 2.159 -3.198 -1.614  -0.93
C11 3.125 -0.629 -1.512  -0.95
H3 -2.846 0.197 -5.470  0.25
H4 -2.694 -1.250 -3.502  0.24
H5 -2.701 -0.349 1.570  0.27
H6 -2.054 -1.321 2.873  0.24
H7 -3.557 -1.876 2.059  0.27
H8 -0.489 -3.028 2.798  0.23
H9 -0.008 -4.062 1.415  0.24
H10 -1.628 -4.252 2.177  0.28
H11 -3.701 -2.846 -0.380  0.26
H12 -3.223 -4.076 0.881  0.26
H13 -2.337 -4.061 -0.695  0.25
H14 3.136 0.470 2.515  0.29
H15 1.826 1.444 1.753  0.25
H16 2.983 0.563 0.731  0.25
H17 1.447 -0.446 4.103  0.28
H18 0.029 -1.488 3.780  0.25
H19 -0.027 0.254 3.385  0.29
H20 3.138 -1.929 3.058  0.28
H21 3.185 -2.497 1.353  0.25
H22 1.985 -3.178 2.484  0.27
H23 2.213 -1.758 -4.129  0.26
H24 1.178 -0.308 -3.869  0.24
H25 0.451 -1.958 -3.871  0.26
H26 2.875 -3.409 -2.427  0.28
H27 1.309 -3.889 -1.680  0.26
H28 2.671 -3.326 -0.649  0.24
H29 3.854 -0.911 -2.290  0.28
H30 3.555 -0.947 -0.548  0.24
H31 2.998 0.461 -1.527  0.23
C12 1.487 3.459 -1.817  -0.20
C13 0.154 3.076 -1.836  -0.18
C14 -0.367 2.566 -3.019  -0.21
C15 0.381 2.499 -4.193  -0.07
C16 1.687 2.992 -4.188  -0.18
C17 2.252 3.524 -3.008  -0.17
Se1 2.296 3.597 -0.115  0.61
H32 1.122 4.169 0.593  0.12
H33 -0.428 3.054 -0.914  0.25
H34 -1.324 2.097 -3.059  0.24
H35 -0.032 2.017 -5.073  0.26
H36 2.255 2.924 -5.128  0.27
H37 3.263 3.894 -2.975  0.26
C18 -3.660 1.886 3.963  -0.42
N1 -2.514 2.769 4.013  -0.61
C19 -1.473 2.653 3.125  0.79
N2 -0.485 3.625 3.307  -0.85
O1 -1.335 1.765 2.254  -0.76
H38 -3.507 0.916 4.449  0.20
H39 -3.944 1.679 2.924  0.21
H40 -4.491 2.402 4.443  0.24
H41 -2.416 3.368 4.824  0.42
H42 0.294 3.576 2.668  0.38
H43 -0.607 4.408 3.955  0.42

Force components x, y, z for each atom (eV/Å):
Au 0.658 -1.256 1.288
P -1.835 -0.637 1.526
P 1.584 0.377 2.818
P 1.116 0.048 -1.455
H -0.106 -1.203 -0.035
C -0.372 0.009 0.477
C -0.276 0.266 -1.110
H -0.336 0.095 -0.056
C 0.260 0.331 0.420
C 0.696 -0.036 -0.384
C 0.090 -0.095 -1.143
C -0.252 0.514 -0.957
C -0.872 0.142 -0.329
C -0.479 -0.506 -1.025
C 0.120 -0.089 -0.506
C -0.612 -0.162 0.350
C 0.371 0.357 0.151
H 0.157 0.095 0.395
H 0.416 0.484 0.105
H -0.348 0.180 0.101
H -0.324 0.026 -0.328
H 0.385 0.252 -0.086
H -0.024 -0.241 -0.280
H -0.213 -0.094 0.253
H 0.456 0.500 -0.237
H 0.699 -0.580 0.124
H 0.216 0.565 -0.502
H -0.791 0.238 0.265
H -0.349 -0.152 -0.223
H 0.094 -0.459 0.128
H -0.108 -0.019 0.432
H 0.014 -0.145 -0.297
H 0.218 0.253 0.014
H 0.006 -0.169 -0.037
H -0.317 0.151 -0.276
H -0.031 -0.020 0.317
H 0.233 0.215 -0.053
H -0.317 0.157 0.214
H -0.054 -0.417 0.036
H 0.265 0.314 -0.054
H -0.335 0.179 0.303
H 0.361 -0.046 0.014
H -0.235 -0.070 -0.296
H -0.358 0.041 0.194
H -0.130 0.198 -0.344
H 0.109 -0.220 0.015
C 0.996 0.487 0.522
C -1.396 -0.795 -0.404
C 0.183 -0.034 0.463
C 0.480 0.118 0.638
C 0.996 0.639 0.234
C -0.502 -1.134 -0.858
Se -0.044 0.792 -0.963
H 0.033 -0.329 -0.217
H -0.001 0.051 -0.267
H -0.520 0.330 0.475
H 0.067 0.195 0.007
H -0.065 0.312 0.639
H 0.177 0.030 -0.156
C -0.520 -0.215 -0.201
N 0.942 -0.520 -1.022
C 0.404 0.564 0.836
N -0.692 -0.531 -0.052
O -0.300 0.817 0.687
H 0.144 0.216 0.109
H 0.136 0.224 0.197
H 0.014 -0.190 -0.036
H 0.019 -0.095 -0.371
H -0.249 0.229 0.472
H 0.248 -0.535 -0.655

***

Density functional theory data (ωB97M-V/def2-TZVPD) for a 6-piece molecular cluster, C19H43BIN5O18P overall in a non-equilibrium geometry.

Computed properties:
Orbital gap (eV): 7.6
Largest force on an atom (hartree/bohr): 0.1839
E_tot (Eh): -3040.76061
Lowest unoccupied orbital energy (eV): -4.1671
Total charge: +1
2S+1: 1

Last column: Mulliken charge in e.
Element x y z (Å)
C1 2.546 -3.329 0.941  -0.55
C2 1.448 -4.542 0.601  -0.27
O1 0.129 -4.323 1.216  -0.30
C3 -0.579 -3.174 0.631  0.57
C4 -1.131 -3.407 -0.899  -0.29
O2 -0.108 -3.191 -1.953  -0.42
C5 -0.051 -1.742 -2.296  1.44
C6 1.391 -1.290 -2.973  -0.74
O3 1.419 0.209 -2.943  -0.27
C7 1.948 0.666 -1.615  0.34
P1 0.943 2.221 -1.018  0.13
C8 -0.940 1.907 -0.962  -0.56
C9 -1.403 0.817 0.218  0.46
O4 -2.334 -0.079 -0.117  -0.54
O5 -0.704 0.920 1.509  0.23
C10 -1.146 -0.101 2.471  0.37
C11 -2.658 -0.284 3.081  -0.97
O6 -0.204 -0.962 2.948  -0.45
B1 1.217 3.545 -2.428  0.60
O7 1.281 5.008 -2.077  -0.50
O8 1.402 3.118 -3.829  -0.49
C12 1.669 3.020 0.571  -0.95
I1 0.188 4.301 1.642  0.13
C13 2.452 1.977 1.563  0.58
C14 3.950 1.562 0.982  -0.83
H1 2.473 -3.084 2.099  0.25
H2 3.604 -3.793 0.725  0.39
H3 2.329 -2.374 0.290  -0.17
H4 1.904 -5.507 1.136  0.32
H5 1.412 -4.793 -0.553  0.21
H6 -1.546 -2.989 1.303  0.07
H7 0.023 -2.171 0.647  -0.43
H8 -1.535 -4.530 -0.933  0.30
H9 -2.059 -2.667 -1.027  0.14
H10 -0.929 -1.458 -3.028  -0.05
H11 -0.132 -1.163 -1.281  -0.98
H12 1.452 -1.724 -4.062  0.33
H13 2.295 -1.719 -2.343  0.24
H14 1.986 -0.190 -0.819  -0.49
H15 3.063 0.989 -1.823  0.45
H16 -1.218 1.363 -1.988  0.32
H17 -1.583 2.892 -0.942  0.53
H18 -3.189 0.745 3.267  0.32
H19 -3.275 -0.886 2.255  0.24
H20 -2.641 -0.960 4.049  0.32
H21 0.365 5.235 -1.701  0.34
H22 0.531 2.682 -4.078  0.34
H23 2.492 3.796 0.190  0.67
H24 2.647 2.511 2.596  0.07
H25 1.892 0.971 1.774  -0.04
H26 4.789 1.598 1.797  0.28
H27 4.157 2.216 0.031  0.25
H28 3.868 0.435 0.600  0.12
C15 -1.357 -6.576 2.636  -0.56
N1 -1.505 -8.050 2.773  0.85
O9 -1.057 -8.571 3.801  -0.51
O10 -2.067 -8.643 1.844  -0.52
H29 -0.848 -6.188 3.521  0.31
H30 -0.767 -6.386 1.737  0.15
H31 -2.359 -6.151 2.550  0.28
C16 -2.463 -3.867 -4.880  -0.68
N2 -3.239 -2.698 -4.385  0.85
O11 -3.241 -2.495 -3.165  -0.46
O12 -3.825 -2.017 -5.235  -0.54
H32 -2.003 -4.371 -4.028  0.21
H33 -3.161 -4.533 -5.392  0.32
H34 -1.700 -3.489 -5.563  0.30
C17 3.932 2.422 6.384  -0.77
N3 3.662 2.566 4.928  0.79
O13 4.001 3.627 4.391  -0.49
O14 3.116 1.609 4.365  -0.46
H35 4.411 3.334 6.746  0.31
H36 2.973 2.266 6.883  0.30
H37 4.591 1.561 6.513  0.30
C18 -4.432 1.401 -5.960  -0.54
N4 -3.538 2.385 -6.628  0.84
O15 -2.334 2.110 -6.681  -0.52
O16 -4.071 3.404 -7.081  -0.51
H38 -3.832 0.557 -5.612  0.17
H39 -4.910 1.907 -5.119  0.28
H40 -5.169 1.072 -6.696  0.28
C19 0.124 8.195 3.102  -0.66
N5 -1.038 7.605 3.818  0.83
O17 -1.349 8.109 4.904  -0.48
O18 -1.606 6.653 3.271  -0.51
H41 0.524 9.020 3.695  0.31
H42 0.872 7.408 2.983  0.22
H43 -0.232 8.553 2.134  0.26

Force components x, y, z for each atom (eV/Å):
C -0.663 -0.968 0.154
C 1.751 -0.558 0.554
O 0.740 1.656 -1.938
C -1.168 0.497 -0.503
C -0.973 -0.319 1.349
O -1.025 1.898 0.493
C 0.521 0.068 0.323
C -0.720 -1.342 0.752
O 0.494 -1.154 2.200
C 0.949 -0.879 -1.049
P -0.027 -0.238 0.801
C -0.873 -1.444 -0.101
C -3.811 -3.311 -1.552
O 6.164 5.673 2.755
O -2.885 -1.952 -2.237
C 4.174 -5.757 4.104
C -0.211 -0.003 -1.182
O -5.909 6.371 -3.733
B 0.503 3.261 -3.335
O -2.093 -3.914 -0.266
O -2.074 0.742 3.773
C 2.027 -0.158 0.241
I 0.710 -0.763 -0.832
C 0.873 -0.071 0.644
C -1.080 -0.862 -0.822
H 0.099 -0.377 -2.528
H -2.040 1.186 0.278
H 0.605 -1.809 1.305
H -1.256 2.066 -1.102
H -0.185 0.790 2.299
H 2.151 -0.570 -1.362
H -0.741 -1.960 0.196
H 1.059 2.471 -0.308
H 2.077 -1.628 0.049
H 1.650 -0.465 1.565
H -0.043 -0.776 -1.948
H 0.010 1.416 2.039
H -1.835 0.818 -1.316
H -0.385 1.666 -1.342
H -2.221 -0.252 0.690
H 0.658 1.005 2.293
H 1.488 -1.883 0.380
H 1.135 -2.010 -0.393
H 1.367 1.468 1.703
H 0.441 1.655 -2.103
H 2.014 -0.191 -0.385
H 1.646 0.200 0.009
H -1.960 -1.645 0.642
H -0.788 -1.027 -2.458
H 0.651 2.188 -0.366
H -1.726 0.215 -1.695
H 0.133 -1.117 1.968
H 0.410 2.399 0.829
C 0.172 0.125 0.108
N -0.127 -1.109 0.296
O -0.692 0.531 -1.560
O 0.823 0.720 1.367
H -0.115 -0.205 -0.220
H -0.279 -0.016 0.182
H 0.176 -0.123 -0.129
C 0.183 -0.318 0.145
N -0.574 0.698 0.243
O -0.187 0.043 -1.712
O 0.823 -0.790 1.415
H -0.146 0.240 -0.129
H 0.135 0.225 -0.034
H -0.252 -0.056 0.007
C 0.148 0.196 0.305
N -0.010 0.262 -0.603
O -0.634 -1.624 0.357
O 0.856 1.301 0.847
H -0.137 -0.202 -0.228
H 0.180 -0.120 -0.145
H -0.245 0.068 -0.048
C 0.055 -0.338 0.162
N 0.362 0.892 -0.562
O -1.383 0.566 0.046
O 1.046 -1.557 0.678
H -0.118 0.236 -0.163
H -0.032 -0.022 -0.272
H 0.069 0.172 0.181
C 0.222 0.290 0.039
N -0.703 0.114 1.096
O 0.314 -1.079 -1.876
O 0.590 0.922 0.699
H -0.199 -0.250 -0.081
H -0.191 0.090 -0.077
H 0.065 -0.188 0.135